Computed, not measured: a structure of composition C50H53N2O4Te2Tl, with ωB97M-V with the def2-TZVPD basis set.

Net charge: -2
Energy relative to the best compared isomer or geometry (same formula, charge and spin) (kcal per mole): 1.0
Electronic energy (eV): -83162.5001
Frontier orbital gap (hartree): 0.2087

Each line ends with the Löwdin charge.
Element x y z (Å)
Tl1 -0.1604 0.6772 -0.0306  0.756
O1 0.6570 -1.4680 -4.3825  -0.039
C1 0.5792 -0.4296 -3.7005  -0.670
O2 0.6623 -0.3082 -2.4531  -0.185
C2 0.3372 0.8733 -4.4802  -0.136
C3 -0.0763 2.0310 -3.8306  -0.046
C4 -0.2486 3.2145 -4.5351  -0.094
C5 0.0004 3.2556 -5.9016  -0.125
C6 0.4040 2.0999 -6.5594  -0.112
C7 0.5606 0.9155 -5.8513  -0.042
H1 -0.2500 1.9863 -2.7622  0.056
H2 -0.5678 4.1105 -4.0145  0.093
H3 -0.1194 4.1830 -6.4505  0.084
H4 0.5996 2.1248 -7.6261  0.085
H5 0.8665 -0.0024 -6.3373  0.106
C8 3.3700 -1.9024 1.4070  -0.066
C9 1.9798 -1.2846 1.5600  -0.715
O3 1.1626 -2.1833 2.1394  -0.416
N1 1.7054 -0.1070 1.1890  -0.205
Te1 3.4069 1.2328 -0.2595  1.467
C10 4.5864 2.7384 -1.3800  -0.370
C11 4.4331 2.7882 -2.7770  -0.312
C12 3.5247 1.8403 -3.5148  -0.085
C13 5.1377 3.7307 -3.5256  -0.034
C14 6.0117 4.6309 -2.9356  -0.294
C15 6.7801 5.6277 -3.7639  -0.073
C16 6.1793 4.5615 -1.5606  -0.042
C17 5.4901 3.6323 -0.7823  -0.295
C18 5.7532 3.6377 0.7015  -0.069
C19 2.7158 2.7669 1.0373  -0.406
C20 2.0150 3.8625 0.5131  -0.297
C21 1.6652 4.0053 -0.9446  -0.078
C22 1.6258 4.8969 1.3678  -0.026
C23 1.9254 4.8837 2.7186  -0.284
C24 1.4840 5.9951 3.6339  -0.061
C25 2.6206 3.7905 3.2187  -0.046
C26 3.0012 2.7240 2.4130  -0.305
C27 3.7007 1.5648 3.0625  -0.070
H6 3.5533 -2.6484 2.1823  0.056
H7 4.1418 -1.1336 1.4333  0.015
H8 3.4305 -2.4021 0.4365  0.075
H9 2.5989 1.6485 -2.9742  0.015
H10 4.0019 0.8648 -3.6482  0.093
H11 3.2727 2.2262 -4.5039  0.075
H12 4.9837 3.7638 -4.6011  0.108
H13 6.2525 5.8568 -4.6912  0.067
H14 7.7678 5.2434 -4.0349  0.071
H15 6.9316 6.5620 -3.2196  0.066
H16 6.8667 5.2490 -1.0729  0.105
H17 6.7343 4.0696 0.9126  0.069
H18 5.7191 2.6251 1.1050  0.047
H19 5.0026 4.2191 1.2413  0.077
H20 1.4702 3.0397 -1.4116  0.013
H21 2.4855 4.4676 -1.4995  0.085
H22 0.7775 4.6305 -1.0586  0.079
H23 1.0713 5.7337 0.9525  0.109
H24 1.1091 6.8472 3.0654  0.067
H25 2.3068 6.3409 4.2636  0.071
H26 0.6830 5.6611 4.2993  0.072
H27 2.8695 3.7586 4.2754  0.100
H28 4.0598 1.8404 4.0562  0.073
H29 4.5394 1.2152 2.4578  0.038
H30 3.0081 0.7243 3.1513  0.064
C28 2.5987 2.1330 6.9764  -0.056
C29 1.8412 1.2391 6.0316  -0.284
C30 2.0797 -0.1265 5.9840  -0.031
C31 1.4011 -0.9610 5.1000  -0.306
C32 1.7029 -2.4387 5.1523  -0.078
C33 0.4596 -0.4027 4.2205  -0.278
Te2 -0.7233 -1.8227 3.1167  1.882
N2 -1.3021 -1.3209 1.2740  -0.279
C34 -2.3734 -2.0706 0.9981  -0.685
O4 -3.0173 -2.7641 1.8167  -0.091
C35 -2.7985 -2.1049 -0.4474  -0.152
C36 -4.1492 -2.2760 -0.7420  -0.043
C37 -4.5728 -2.3317 -2.0600  -0.110
C38 -3.6451 -2.2425 -3.0934  -0.103
C39 -2.2954 -2.0961 -2.8073  -0.056
C40 -1.8762 -2.0188 -1.4833  -0.038
C41 -2.4701 -0.8344 4.0568  -0.308
C42 -3.3839 -0.1138 3.2973  -0.130
C43 -4.5002 0.4805 3.8669  -0.096
C44 -4.7295 0.3464 5.2282  -0.114
C45 -3.8394 -0.3875 5.9962  -0.078
C46 -2.7117 -0.9826 5.4287  -0.297
C47 -1.7873 -1.7711 6.3225  -0.071
C48 0.2370 0.9749 4.2262  -0.260
C49 -0.6663 1.6791 3.2566  -0.064
C50 0.9164 1.7674 5.1479  -0.028
H31 3.1731 1.5486 7.6966  0.068
H32 1.9237 2.7893 7.5297  0.075
H33 3.2994 2.7713 6.4310  0.064
H34 2.8120 -0.5630 6.6571  0.107
H35 2.5616 -2.6205 5.8005  0.072
H36 1.9168 -2.8229 4.1550  0.053
H37 0.8580 -3.0065 5.5522  0.059
H38 -4.8463 -2.3703 0.0811  0.107
H39 -5.6270 -2.4514 -2.2853  0.086
H40 -3.9760 -2.2920 -4.1248  0.090
H41 -1.5540 -2.0405 -3.5956  0.091
H42 -0.8189 -1.9139 -1.2756  0.089
H43 -3.2154 -0.0101 2.2310  0.094
H44 -5.1906 1.0406 3.2466  0.094
H45 -5.5991 0.8019 5.6884  0.087
H46 -4.0185 -0.5084 7.0604  0.094
H47 -2.2334 -1.9118 7.3085  0.069
H48 -0.8310 -1.2598 6.4538  0.069
H49 -1.5776 -2.7591 5.9051  0.062
H50 -1.0969 0.9983 2.5296  -0.016
H51 -0.0932 2.4356 2.7124  0.074
H52 -1.4903 2.1722 3.7783  0.094
H53 0.7297 2.8371 5.1432  0.116

Cartesian forces (eV/Å) of the 2 atoms listed first:
0.0 -0.1 -0.1
0.0 0.0 0.0